No. 1
Density functional theory data (the ωB97M-V functional and the def2-TZVPD basis) for 5 unconnected molecules or ions with the total composition C8H26O5.

```
39
Properties=species:S:1:pos:R:3:forces:R:3
C 1.754 -2.354 -3.660 0.013 -0.097 0.203
C 0.294 -2.799 -3.811 0.848 1.188 -1.051
O 0.131 -3.252 -5.183 0.112 -0.359 1.057
H 2.014 -1.897 -2.705 -0.523 -0.127 0.370
H 2.021 -1.572 -4.370 -0.110 -0.327 -0.381
H 2.423 -3.211 -3.743 0.023 0.028 -0.338
H -0.342 -1.916 -3.760 -0.162 0.028 0.662
H 0.028 -3.535 -3.053 -0.129 -0.191 -0.181
H -0.804 -3.458 -5.252 -0.080 -0.120 -0.318
C 0.503 -0.225 4.734 0.057 0.895 -0.130
C 1.551 -1.324 4.591 -0.218 1.806 -0.318
O 1.108 -2.196 3.588 -0.877 -1.054 -0.291
H 0.298 0.164 3.737 -0.246 -0.018 0.056
H 0.923 0.648 5.235 0.261 -0.079 0.276
H -0.443 -0.404 5.244 0.120 -0.655 -0.110
H 1.774 -1.732 5.577 0.121 -0.669 -0.249
H 2.408 -0.790 4.181 0.486 -0.114 0.456
H 1.797 -2.518 3.002 0.292 0.085 0.386
C -3.768 3.507 0.471 1.230 -0.560 -1.566
C -2.541 2.601 0.139 -0.334 0.502 0.972
O -2.929 1.269 -0.065 -0.409 -0.586 -0.214
H -3.422 4.507 0.207 -0.162 0.365 0.778
H -4.189 3.380 1.468 0.226 0.132 -0.141
H -4.515 3.326 -0.301 -0.280 -0.310 0.201
H -1.820 2.609 0.957 0.033 0.306 0.281
H -1.987 2.969 -0.725 -0.246 0.261 -0.317
H -2.206 0.709 0.228 0.063 -0.162 0.114
C 1.339 1.966 -1.528 -0.532 -0.533 -0.457
O 1.884 2.863 -2.497 0.252 -0.361 0.841
H 2.024 1.446 -0.858 0.669 0.388 -0.070
H 0.591 2.441 -0.893 -0.165 0.081 -0.097
H 0.890 1.154 -2.099 -0.343 0.152 0.001
H 2.495 3.422 -2.011 0.100 0.252 -0.197
C 0.175 -1.089 0.165 -1.090 0.700 0.953
O -0.120 -0.199 1.296 0.315 -0.213 -1.459
H -0.429 -0.722 -0.666 0.030 0.112 -0.008
H 1.212 -1.080 -0.169 0.131 -0.058 0.404
H -0.209 -2.083 0.395 0.384 -0.164 -0.048
H 0.089 -0.624 2.131 0.140 -0.523 -0.070
```
Forces are in eV/Å.

Computed properties:
Charge = 0

No. 2
Density functional theory data (the ωB97M-V functional and the def2-TZVPD basis) for 11 unconnected molecules or ions with the total composition C58H67N7O18.

```
150
Properties=species:S:1:pos:R:3:forces:R:3
O 6.068 1.069 -0.883 -0.236 -0.326 -0.871
N 5.589 0.553 -1.887 -0.074 0.633 -0.182
O 5.756 0.921 -3.037 0.547 0.541 0.299
C 4.706 -0.587 -1.755 0.073 -0.766 0.115
C 4.528 -1.425 -2.865 -0.529 -0.123 0.233
C 3.774 -2.571 -2.693 -0.413 0.590 1.614
C 3.245 -2.841 -1.407 -0.002 -1.531 -1.636
C 3.530 -2.068 -0.345 -0.208 1.094 1.321
C 4.214 -0.874 -0.505 0.722 -0.331 -0.017
H 4.936 -1.172 -3.829 0.181 0.093 -0.014
H 3.536 -3.253 -3.466 -0.012 -0.365 -0.822
H 2.662 -3.743 -1.201 0.178 0.179 -0.493
H 3.189 -2.386 0.627 -0.088 0.184 0.224
H 4.509 -0.254 0.320 -0.176 0.212 0.239
O 3.560 1.126 2.065 0.043 0.187 0.552
N 3.454 1.245 3.284 0.176 0.224 -0.954
O 3.855 2.201 3.910 -0.025 -0.174 0.110
C 2.786 0.154 3.985 -0.242 0.233 -0.025
C 2.787 0.125 5.343 0.080 -0.236 1.253
C 2.159 -0.944 5.998 0.843 0.160 -0.289
C 1.671 -1.985 5.258 -1.084 -0.214 -1.547
C 1.588 -1.893 3.843 0.347 -0.648 0.880
C 2.148 -0.809 3.240 0.462 0.131 -1.571
H 3.341 0.861 5.900 -0.150 0.297 0.085
H 2.147 -1.022 7.069 0.059 0.205 0.240
H 1.240 -2.843 5.733 -0.103 -0.359 0.335
H 1.207 -2.673 3.178 -0.145 0.118 0.618
H 2.193 -0.735 2.155 -0.281 0.046 0.214
O 0.949 7.282 -1.192 -0.091 0.459 -0.460
N 0.825 6.195 -1.711 0.487 -0.970 1.778
O -0.072 5.851 -2.440 -0.401 0.197 -0.724
C 1.763 5.127 -1.233 0.449 0.540 -0.493
C 2.837 5.501 -0.421 -0.376 -0.055 -0.018
C 3.741 4.525 -0.012 -1.136 -0.402 -0.270
C 3.529 3.207 -0.420 -0.620 0.866 -0.629
C 2.468 2.871 -1.307 1.317 -0.029 1.470
C 1.571 3.834 -1.701 0.036 0.149 -0.517
H 2.929 6.525 -0.080 -0.059 -0.061 -0.157
H 4.524 4.738 0.700 0.117 0.154 -0.119
H 4.244 2.536 -0.009 0.129 -1.027 -0.120
H 2.322 1.849 -1.615 0.104 -0.088 -0.171
H 0.808 3.570 -2.435 -0.017 0.310 0.425
O -2.074 2.258 -0.925 1.291 -0.729 -0.591
N -3.214 2.360 -0.585 -0.867 0.864 0.409
O -3.958 1.443 -0.276 0.097 0.000 -0.082
C -3.704 3.738 -0.464 0.006 1.162 -0.282
C -3.065 4.804 -1.145 -0.211 -2.505 -0.233
C -3.501 6.085 -0.962 -0.253 -0.453 0.505
C -4.538 6.328 -0.072 -0.521 0.195 0.526
C -5.163 5.298 0.629 0.555 -0.209 -0.704
C -4.741 3.973 0.386 -1.219 0.522 1.463
H -2.339 4.441 -1.862 0.380 0.754 0.042
H -3.031 6.896 -1.449 0.426 0.638 -0.599
H -4.854 7.361 0.066 -0.015 -0.227 0.104
H -5.960 5.516 1.337 0.180 -0.149 -0.182
H -5.217 3.171 0.955 0.254 0.120 -0.373
O -1.579 -3.757 2.948 -0.245 0.139 -0.617
N -1.526 -4.051 4.118 0.295 0.249 0.686
O -2.230 -3.579 4.991 0.011 -0.175 -0.195
C -0.479 -5.005 4.520 0.075 -0.044 0.444
C 0.421 -5.454 3.582 -0.583 0.768 -0.660
C 1.397 -6.339 3.973 0.268 -0.881 -0.728
C 1.419 -6.850 5.247 -0.142 0.688 1.449
C 0.540 -6.302 6.219 1.239 -0.785 -0.923
C -0.390 -5.384 5.862 -0.850 0.657 -1.056
H 0.362 -5.107 2.544 -0.037 -0.134 0.515
H 2.064 -6.687 3.193 0.178 -0.100 0.275
H 2.163 -7.570 5.575 -0.099 0.043 -0.228
H 0.621 -6.554 7.246 0.116 -0.491 0.687
H -1.082 -4.964 6.560 -0.224 0.181 0.328
O -3.753 -0.108 -3.718 -0.311 0.941 0.184
N -3.788 -1.295 -3.908 0.798 -0.595 0.871
O -3.522 -1.834 -4.942 0.078 -0.512 -1.943
C -4.003 -2.198 -2.781 -0.650 1.316 1.386
C -4.262 -3.528 -2.993 0.147 0.196 -1.428
C -4.526 -4.338 -1.936 -0.066 -0.757 1.358
C -4.447 -3.797 -0.658 -0.133 -0.551 0.660
C -4.230 -2.466 -0.436 0.523 1.286 0.555
C -4.027 -1.623 -1.520 -0.345 0.234 0.120
H -4.246 -3.833 -4.022 -0.124 -0.458 -0.219
H -4.787 -5.392 -1.988 0.189 0.206 -0.493
H -4.550 -4.414 0.218 -0.202 -0.373 0.015
H -4.157 -2.033 0.585 -0.209 -0.539 -0.792
H -3.942 -0.549 -1.355 0.228 -0.345 -0.291
O -2.630 -0.029 7.690 0.244 -0.095 -0.079
N -1.738 -0.042 6.869 1.062 0.144 -0.134
O -0.531 -0.123 7.134 -1.473 0.017 -0.173
C -2.115 0.072 5.437 -0.377 0.412 -0.105
C -1.130 0.192 4.492 1.428 -0.676 0.014
C -1.440 0.248 3.132 -0.871 -0.226 0.875
C -2.779 0.195 2.801 -0.251 -0.089 0.093
C -3.787 0.131 3.766 0.214 -0.458 -0.670
C -3.460 0.079 5.091 0.740 0.176 0.869
H -0.114 0.070 4.874 -0.142 0.396 -0.396
H -0.736 0.212 2.327 0.704 0.148 -0.037
H -3.044 0.137 1.765 -0.208 0.136 -0.425
H -4.797 -0.046 3.446 -0.368 0.347 -0.011
H -4.140 0.065 5.911 -0.734 -0.227 0.148
C -0.764 4.895 1.510 -0.419 -0.791 -0.517
C -0.474 3.423 1.870 0.314 0.145 -0.831
C 0.801 3.515 2.692 -0.375 -0.366 -0.290
O 0.634 4.707 3.431 0.278 0.426 -0.454
C -0.022 5.659 2.569 -0.108 0.849 1.392
H -1.855 5.020 1.540 0.343 0.451 -0.170
H -0.376 5.109 0.492 -0.396 -0.050 0.604
H -0.395 2.905 0.926 0.383 -0.587 -0.153
H -1.265 2.936 2.415 -0.416 0.099 0.441
H 1.680 3.511 2.037 0.165 0.304 0.021
H 0.912 2.699 3.398 0.005 -0.140 0.189
H 0.671 6.412 2.172 0.203 -0.362 -0.082
H -0.693 6.208 3.240 0.013 -0.020 -0.178
C -0.737 -4.145 -5.097 -0.556 -0.950 -0.525
C -0.388 -2.650 -5.207 0.208 -0.622 0.941
C 1.139 -2.668 -5.158 -0.239 0.198 0.728
O 1.539 -3.823 -4.435 -0.761 -0.427 0.227
C 0.526 -4.856 -4.601 1.223 0.619 -0.039
H -1.096 -4.586 -6.037 0.343 0.302 -0.014
H -1.538 -4.397 -4.403 -0.117 0.543 0.143
H -0.784 -2.119 -4.338 0.070 -0.001 -0.056
H -0.765 -2.158 -6.085 -0.221 0.046 -0.428
H 1.511 -1.823 -4.577 0.213 0.222 -0.374
H 1.550 -2.701 -6.155 0.321 0.145 -0.484
H 0.366 -5.314 -3.622 0.127 -0.036 -0.112
H 0.997 -5.587 -5.278 -0.679 0.000 0.037
C 1.051 0.925 -6.550 -0.516 -0.279 0.668
C 2.492 1.166 -6.120 0.034 1.733 -1.244
C 2.463 1.437 -4.641 0.021 -0.736 1.503
O 1.265 0.852 -4.150 -0.629 -0.249 -0.477
C 0.325 1.068 -5.173 -1.594 -1.483 -1.160
H 0.961 -0.020 -7.099 -0.177 -0.330 0.847
H 0.610 1.596 -7.275 0.309 0.759 0.028
H 2.809 2.077 -6.606 0.499 0.278 -0.288
H 3.140 0.389 -6.485 0.372 -0.438 0.429
H 2.395 2.457 -4.251 0.596 0.421 -0.928
H 3.248 0.928 -4.101 0.539 0.066 0.085
H -0.227 2.020 -5.117 0.526 0.103 0.217
H -0.446 0.283 -5.116 0.107 0.232 0.341
C -0.686 -1.944 -1.331 0.107 -0.882 0.058
C -0.327 -0.600 -1.877 1.096 0.675 -1.728
C 0.536 0.016 -0.778 -0.157 1.605 0.012
O 0.390 -0.799 0.356 -0.327 -0.468 0.759
C -0.757 -1.615 0.152 -0.643 -0.183 -0.062
H 0.119 -2.659 -1.522 0.022 -0.008 0.026
H -1.589 -2.329 -1.794 -0.149 -0.179 0.308
H -1.140 -0.007 -2.303 -0.428 0.172 1.024
H 0.276 -0.663 -2.779 0.388 -0.398 -0.023
H 0.235 1.046 -0.502 -0.074 -0.308 -0.287
H 1.603 0.080 -1.011 -0.122 -0.336 -0.176
H -1.729 -1.048 0.244 0.842 -0.326 0.618
H -0.662 -2.443 0.877 -0.446 0.306 -0.406
```
Forces are in eV/Å.

Computed properties:
Charge = 0

No. 3
Density functional theory data (the ωB97M-V functional and the def2-TZVPD basis) for 2 unconnected molecules or ions with the total composition C5H14O3.

```
22
Properties=species:S:1:pos:R:3:forces:R:3
C -1.739 -4.665 0.155 0.404 -1.199 -0.343
O -1.793 -3.302 -0.049 0.226 1.085 0.252
C -0.531 -2.653 -0.134 0.173 -0.150 -0.317
C -0.826 -1.222 -0.418 -0.117 1.473 -0.282
C 0.393 -0.317 -0.170 -0.016 0.727 -0.002
O 0.013 1.039 -0.435 -0.748 -0.029 0.247
C 0.919 2.045 -0.033 0.620 -0.536 -0.190
H -1.180 -5.100 -0.691 -0.108 -0.369 0.269
H -2.754 -5.095 0.164 0.373 0.390 -0.008
H -1.230 -4.944 1.093 -0.088 0.112 -0.132
H 0.091 -3.009 -0.977 -0.259 -0.533 0.331
H 0.082 -2.712 0.786 -0.427 -0.430 -0.054
H -1.147 -1.098 -1.470 0.041 -0.034 0.520
H -1.669 -0.914 0.229 0.486 0.075 -0.285
H 1.252 -0.541 -0.832 -0.259 -0.287 0.191
H 0.738 -0.423 0.876 -0.104 0.076 -0.237
H 0.546 3.049 -0.300 -0.127 -0.638 0.001
H 1.865 1.868 -0.572 0.032 0.318 0.241
H 1.121 2.022 1.051 -0.101 -0.052 -0.202
O 1.981 9.051 0.647 -0.094 -1.220 -0.220
H 1.162 8.506 0.630 0.907 0.560 0.010
H 2.706 8.416 0.450 -0.813 0.660 0.210
```
Forces are in eV/Å.

Computed properties:
Charge = 0

No. 4
Density functional theory data (the ωB97M-V functional and the def2-TZVPD basis) for C6H9N in the gas phase.

```
16
Properties=species:S:1:pos:R:3:forces:R:3
C 2.852 0.659 1.980 0.032 0.032 0.043
C 1.758 0.191 1.123 -0.334 -0.174 -0.309
C 0.898 -0.243 0.397 0.368 0.159 0.321
C -0.080 -0.876 -0.498 0.064 -0.060 -0.076
C -1.474 -0.283 -0.475 0.099 0.027 0.230
C -1.966 0.603 -1.551 0.037 0.274 -0.098
N -2.360 -0.806 -1.509 -0.226 -0.143 -0.009
H 2.534 1.468 2.647 -0.016 -0.143 -0.136
H 3.685 1.034 1.375 -0.149 -0.076 0.092
H 3.226 -0.162 2.602 -0.063 0.154 -0.113
H -0.154 -1.940 -0.238 0.007 0.142 -0.026
H 0.294 -0.836 -1.528 -0.056 -0.036 0.099
H -1.892 -0.126 0.517 0.049 -0.022 -0.110
H -1.306 0.864 -2.375 -0.060 -0.039 0.132
H -2.707 1.361 -1.306 0.124 -0.126 0.003
H -3.309 -0.906 -1.162 0.125 0.029 -0.041
```
Forces are in eV/Å.

Computed properties:
Charge = 0

Calculated ΔE to the lowest compared entry with this formula, charge and spin, 45.9; 0.0; 24.7; 65.4 kcal per mole (same order as the records).
Calculated Kohn-Sham gap, 0.3810; 0.3077; 0.3843; 0.3828 Eh (same order as the records).
Calculated HOMO energy, -9.92; -9.27; -9.81; -9.36 eV (same order as the records).